ORCA calculation (wB97M-V/def2-TZVPD) on a cluster of 2 separate species, C11H14NS in total at a distorted geometry.

Last column: Löwdin charge in e.
Geometry (Å):
C  0.2711  -1.4009  -2.5113  -0.09
C  1.4521  -1.2451  -1.8006  -0.03
C  -0.8912  -0.6198  -2.3147  0.01
C  1.5652  -0.3151  -0.7649  -0.08
C  -0.8991  0.1799  -1.1641  -0.10
C  0.3392  0.2638  -0.5312  -0.14
C  2.4682  0.1459  0.4289  -0.02
C  -1.7960  1.1395  -0.3801  -0.02
C  1.5469  0.9952  1.3498  -0.01
C  0.2546  1.1906  0.5770  -0.04
C  -1.4704  2.7785  1.5083  0.03
N  -0.9812  1.6135  0.7850  -0.05
S  -0.4987  -3.8840  -0.2607  0.41
H  0.3804  -2.1093  -3.2125  0.07
H  2.3896  -1.9125  -2.0115  0.16
H  -1.7445  -0.8153  -3.1120  0.17
H  2.6689  -0.6743  0.9490  0.08
H  3.3189  0.5786  -0.0174  0.12
H  -2.1011  2.0982  -1.0349  0.20
H  -2.6873  0.6312  -0.1762  0.12
H  1.2448  0.4204  2.1496  0.12
H  1.9166  1.8624  1.7470  0.10
H  -1.1961  3.6662  1.0810  0.07
H  -2.5366  2.6697  1.5624  0.10
H  -1.1183  2.5567  2.5699  0.14
H  -1.0087  -4.8829  0.5831  -0.18
H  -1.1254  -4.4194  -1.4125  -0.16

The LUMO energy comes out at -4.25 eV. The energy above the lowest of the compared OMol25 structures with the same formula, charge and spin comes out at 19.7 kcal per mole. The HOMO energy comes out at -0.451 hartree. Its orbital gap is 8.02 eV. Its net charge is +1.